Entry 1:
DFT (wB97M-V/def2-TZVPD) results for a gas-phase ion, C2H4NO5P (charge -2) in a non-equilibrium geometry.

Last column: Löwdin charge in e.
Positions of all 13 atoms, in Å:
O (0.40, 2.29, 0.97)  -0.416
O (1.56, 0.78, -0.78)  -0.407
C (1.12, -1.49, 1.81)  -0.833
H (-1.03, -0.54, 0.13)  0.038
H (-0.22, 0.32, -2.17)  0.044
P (0.57, 0.94, 0.35)  0.214
O (0.85, -0.10, 1.58)  -0.170
H (-1.84, -0.40, -1.97)  0.052
O (2.01, -1.67, 2.63)  -0.069
O (0.41, -2.33, 1.26)  -0.070
N (-1.02, 0.41, -0.21)  -0.180
H (-1.63, 1.37, -1.95)  0.049
C (-1.18, 0.42, -1.64)  -0.252

Calculated values
Relative energy (zero: lowest compared OMol25 entry of this formula, charge and spin) (kJ/mol): 0.00
LUMO level (Ha): 0.2475
Net charge: -2

---

Entry 2:
DFT (wB97M-V/def2-TZVPD) results for a molecular structure, C5H11N2O in a non-equilibrium geometry.

Last column: Löwdin charge in e.
Positions of all 19 atoms, in Å:
H (0.57, -0.75, -1.41)  0.090
C (1.31, -0.57, 3.12)  -0.388
H (2.00, 0.13, 2.27)  0.124
H (0.81, 1.56, 2.87)  0.094
C (-0.09, -0.20, -0.76)  -0.005
N (1.47, -1.82, 2.65)  0.017
H (-0.68, 1.84, -0.07)  0.086
C (-1.17, -0.11, -3.17)  0.003
H (1.39, -0.41, 4.17)  0.088
H (0.19, 1.86, -1.58)  0.092
C (-1.45, 0.25, -1.57)  -0.549
C (-0.49, 1.29, -0.97)  -0.076
H (-2.09, 0.04, -3.67)  0.052
H (-0.10, -0.47, 0.32)  0.074
O (-2.56, -0.10, -1.03)  0.049
N (0.94, 0.66, 2.33)  0.036
H (1.34, -2.66, 3.37)  0.097
H (-0.48, 0.58, -3.62)  0.058
H (-0.92, -1.14, -3.26)  0.059

Calculated values
Relative energy (zero: lowest compared OMol25 entry of this formula, charge and spin) (kJ/mol): 501.90
Multiplicity: 2
LUMO level (spin up / spin down) (Ha): 0.0124 / -0.0237
⟨S²⟩: 0.7615
Net charge: 0

---

Entry 3:
DFT (wB97M-V/def2-TZVPD) results for 2 unconnected molecules or ions with the total composition C4H13N2O in a non-equilibrium geometry.

Last column: Löwdin charge in e.
Positions of all 20 atoms, in Å:
H (0.29, -2.62, 2.11)  0.186
H (-0.98, 0.41, -1.13)  0.038
C (-1.08, 0.14, 1.38)  -0.208
H (-2.01, -0.41, 1.73)  0.153
H (1.48, -1.46, 2.21)  0.175
H (-2.41, 1.39, 0.47)  0.088
H (0.48, 1.99, -2.06)  0.122
H (2.36, -0.43, -1.32)  0.058
O (-0.36, 0.05, -1.86)  -0.086
H (-0.69, 0.78, 2.16)  0.119
H (2.76, 1.16, -2.30)  0.079
C (-0.08, -0.89, 0.92)  -0.138
N (0.48, -1.61, 2.13)  0.201
H (-0.55, -1.64, 0.27)  0.145
H (0.77, -0.53, 0.39)  0.091
C (2.00, 0.52, -1.78)  -0.012
C (0.73, 0.91, -1.86)  -0.318
H (-0.94, 1.92, 0.40)  0.116
N (-1.50, 1.07, 0.29)  0.023
H (0.04, -1.21, 2.98)  0.170

Calculated values
Relative energy (zero: lowest compared OMol25 entry of this formula, charge and spin) (kJ/mol): 325.32
LUMO level (Ha): -0.1455
Net charge: +1

---

Entry 4:
DFT (wB97M-V/def2-TZVPD) results for 2 unconnected molecules or ions with the total composition C2H4Cl3NO in a non-equilibrium geometry.

Last column: Löwdin charge in e.
Positions of all 11 atoms, in Å:
H (-1.68, -1.05, -1.05)  0.112
O (-2.69, -0.21, 0.62)  -0.088
N (-0.66, 0.57, -0.51)  0.116
Cl (2.68, 0.94, -1.75)  0.507
Cl (2.65, 1.12, 1.15)  0.544
C (2.93, 0.13, -0.21)  -1.655
H (-2.59, 0.08, 1.59)  0.129
H (-0.85, -1.03, 0.47)  0.123
Cl (2.62, -1.53, -0.11)  0.571
H (-0.86, 1.44, -0.02)  0.047
C (-1.55, -0.45, -0.18)  -0.405

Calculated values
Relative energy (zero: lowest compared OMol25 entry of this formula, charge and spin) (kJ/mol): 370.20
LUMO level (spin up / spin down) (Ha): -0.0102 / -0.0214
Net charge: 0

---

Entry 5:
DFT (wB97M-V/def2-TZVPD) results for a molecular structure, C62H44CsN13O2S3Sb.

Last column: Löwdin charge in e.
Positions of all 126 atoms, in Å:
H (-0.91, -0.10, -5.63)  0.108
H (1.30, -0.65, 3.56)  0.081
C (-4.73, 0.50, 0.96)  -0.388
H (-0.86, -1.04, 2.97)  0.045
H (4.72, 3.14, -4.88)  0.089
C (-2.07, 5.60, 1.22)  -0.100
H (2.21, 0.40, 5.60)  0.087
C (0.91, -2.72, -5.01)  -0.023
C (-2.56, -5.28, -0.30)  -0.375
C (-2.25, 3.52, 2.43)  -0.120
C (1.50, 4.96, -0.69)  0.002
N (3.37, 1.11, -0.18)  -0.008
C (3.14, 1.24, -2.55)  -0.074
N (1.93, -2.05, -2.81)  0.098
H (2.34, 0.52, -2.46)  0.067
C (-0.27, 1.87, -5.10)  0.006
C (3.52, 1.72, 4.47)  -0.106
O (0.02, 4.29, -6.40)  0.061
N (-4.95, -4.54, 0.32)  0.160
C (5.10, 3.18, -2.76)  -0.113
C (3.47, 1.76, -3.79)  -0.099
C (0.61, 4.07, -4.17)  -0.075
H (3.85, -4.63, 3.53)  0.067
C (2.04, 0.14, 3.48)  -0.179
H (-0.93, -6.59, 4.65)  0.104
H (4.62, -2.61, -6.31)  0.104
H (-4.13, 0.79, 6.18)  0.098
S (-2.05, -2.72, -1.20)  0.484
C (-1.56, -0.61, 3.67)  -0.157
C (-3.88, -4.89, 0.05)  -0.261
C (-0.89, -3.84, 2.59)  -0.227
C (3.60, -2.64, -5.95)  -0.028
H (-8.53, -0.16, 0.69)  0.096
H (-6.92, -2.02, 0.34)  0.099
H (1.60, -5.50, 3.66)  0.152
H (-4.26, 1.43, 3.80)  0.097
C (1.07, 4.78, -3.12)  0.072
H (-5.28, 2.54, 1.38)  0.091
H (-2.66, 3.02, -0.89)  0.099
H (-0.74, -1.68, 5.33)  0.107
N (2.82, -2.34, 1.31)  0.003
C (4.46, 2.73, -3.91)  -0.119
H (-2.62, -2.80, 1.84)  0.089
C (-2.51, 3.54, 0.05)  -0.151
C (2.55, 0.72, 4.63)  -0.096
C (-2.42, -0.47, 5.91)  -0.090
N (-0.31, 0.91, -2.50)  0.047
N (3.83, 1.79, 0.86)  0.002
C (-7.00, 1.30, 1.05)  -0.101
H (-1.90, 6.67, 1.21)  0.098
C (-3.12, -4.44, 3.15)  -0.085
C (4.77, 2.67, -1.51)  -0.046
C (3.36, 1.41, 2.08)  -0.396
H (3.95, 2.22, 5.33)  0.094
H (3.51, -1.56, -1.50)  0.102
C (-5.64, 1.54, 1.15)  -0.134
C (-1.72, -4.36, -0.88)  -1.245
N (0.50, 2.38, -0.37)  0.092
H (-4.19, -4.29, 3.05)  0.097
C (-2.04, 4.90, 2.42)  -0.091
S (-0.10, -4.51, -1.40)  0.611
C (3.17, -1.86, -2.48)  -0.192
N (2.39, 0.48, 2.23)  0.049
C (1.45, 4.38, 0.54)  -0.025
C (2.62, -3.38, 2.19)  -0.315
H (5.02, -1.84, -3.49)  0.155
C (3.28, -2.36, -4.62)  -0.199
H (-3.35, -6.15, 4.43)  0.099
C (1.22, -3.00, -6.32)  -0.095
C (-3.47, 0.77, 4.14)  -0.129
H (1.81, 4.89, 1.43)  0.112
C (1.24, -3.79, 2.46)  -0.276
H (0.90, 2.59, 1.62)  0.110
H (5.86, 3.94, -2.83)  0.091
C (-7.47, 0.02, 0.76)  -0.099
H (4.43, -1.18, 0.67)  0.065
C (0.11, 2.72, -4.05)  -0.071
C (-0.64, 0.57, -4.83)  -0.026
C (0.94, 3.08, 0.65)  -0.131
H (5.27, 3.03, -0.62)  0.087
C (-6.57, -1.02, 0.57)  -0.082
C (-2.54, 0.27, 3.22)  -0.375
H (-2.37, -0.76, 6.95)  0.098
C (-0.43, -4.90, 3.38)  -0.185
N (-1.76, -7.66, 0.27)  0.134
C (2.54, -2.95, -6.79)  -0.105
C (-1.29, -5.76, 4.06)  -0.024
H (-2.32, 5.45, -0.91)  0.103
N (0.18, -3.16, 2.03)  0.139
C (-2.12, -6.59, 0.01)  -0.245
H (2.94, 1.40, -4.67)  0.103
C (0.54, 2.94, -1.60)  -0.167
H (0.43, -3.27, -7.01)  0.097
C (0.08, 2.17, -2.74)  -0.166
H (-1.85, 5.42, 3.34)  0.099
C (-2.31, 4.91, 0.03)  -0.093
H (-0.92, -0.89, -3.26)  0.068
H (-2.21, 2.99, 3.37)  0.087
H (-0.25, 2.23, -6.12)  0.101
C (3.75, -3.85, 2.79)  -0.353
N (0.65, 4.76, -5.47)  -0.334
C (1.96, -2.38, -4.15)  -0.236
H (-7.70, 2.11, 1.20)  0.096
C (4.07, -2.02, 1.26)  -0.479
C (-2.26, -3.60, 2.48)  -0.036
C (-1.50, -0.98, 5.01)  -0.079
C (-3.41, 0.40, 5.48)  -0.089
C (3.93, 2.06, 3.21)  -0.042
H (1.90, 5.96, -0.84)  0.120
C (-2.49, 2.83, 1.25)  -0.399
Cs (0.44, -0.75, -0.07)  0.649
N (0.95, -4.84, 3.29)  0.174
H (-4.52, -1.60, 0.48)  0.057
Sb (-2.62, 0.70, 1.13)  1.461
C (3.78, 1.68, -1.38)  -0.293
C (-2.64, -5.50, 3.93)  -0.085
H (4.68, 2.82, 3.03)  0.097
H (-0.10, -2.79, -4.62)  0.109
C (-5.21, -0.77, 0.65)  -0.135
H (2.75, -3.16, -7.83)  0.095
N (4.04, -2.04, -3.52)  0.134
C (1.03, 4.24, -1.80)  -0.134
C (-0.64, 0.13, -3.51)  -0.137
O (1.38, 5.73, -5.58)  0.065
H (1.45, 5.77, -3.28)  0.130
S (5.10, -2.96, 2.25)  1.026

Calculated values
Relative energy (zero: lowest compared OMol25 entry of this formula, charge and spin) (kJ/mol): 82.47
LUMO level (spin up / spin down) (Ha): 0.0375 / 0.0373
Net charge: -1

---

Entry 6:
DFT (wB97M-V/def2-TZVPD) results for a molecular structure, C5H13N2 in a non-equilibrium geometry.

Last column: Löwdin charge in e.
Positions of all 20 atoms, in Å:
C (-0.08, 1.52, 0.93)  -0.025
C (2.34, -0.46, 0.01)  -0.020
N (-1.27, -0.75, -0.52)  0.025
H (-0.16, 2.02, -0.07)  0.060
H (-0.99, -1.35, 1.54)  0.130
H (-2.26, 0.74, 0.00)  0.060
H (-0.10, -2.32, 0.27)  0.127
C (-0.61, -1.41, 0.54)  -0.054
C (-2.52, -0.17, -0.36)  -0.005
H (-3.12, -0.75, 0.27)  0.104
H (-0.96, 1.55, 1.54)  0.023
H (1.33, 0.67, -1.30)  0.162
H (3.00, 0.36, -0.20)  0.093
N (1.17, -0.21, -0.83)  0.046
H (2.08, -0.41, 1.12)  0.123
H (1.01, -1.00, -1.52)  0.195
H (0.92, 1.50, 1.45)  0.052
C (-0.11, -0.15, -0.01)  -0.357
H (-3.06, 0.00, -1.26)  0.109
H (2.83, -1.50, -0.27)  0.152

Calculated values
Relative energy (zero: lowest compared OMol25 entry of this formula, charge and spin) (kJ/mol): 487.23
Multiplicity: 3
LUMO level (spin up / spin down) (Ha): -0.1175 / -0.2788
⟨S²⟩: 2.0083
Net charge: +1

---

Entry 7:
DFT (wB97M-V/def2-TZVPD) results for a molecular structure, C39H29CoIN6O8S.

Last column: Löwdin charge in e.
Positions of all 85 atoms, in Å:
H (-1.15, -3.47, 5.26)  0.117
H (0.87, -0.40, -6.93)  0.113
N (-0.70, -0.69, 1.41)  0.031
H (-0.33, 0.07, 4.67)  0.126
C (-4.96, -1.02, -0.21)  -0.208
I (4.85, 1.68, 5.86)  0.894
C (-0.58, 3.88, 1.22)  0.017
O (1.53, -0.91, 0.08)  -0.108
C (-0.78, -2.33, -2.24)  -0.290
H (-0.34, 1.08, -5.37)  0.117
O (-0.67, -1.74, -1.15)  -0.016
C (3.08, 2.33, -1.83)  -0.103
H (4.46, 4.01, -1.67)  0.143
C (-6.01, -1.30, 0.63)  -0.014
H (-0.52, -4.42, -2.37)  0.106
H (-6.85, -1.90, 0.30)  0.130
H (-1.20, -2.55, 0.67)  0.111
O (-4.43, -2.91, -1.95)  -0.285
C (1.88, 1.81, -1.36)  -0.124
O (4.44, 5.81, -0.09)  0.117
H (-1.33, 4.39, 1.80)  0.126
C (-3.87, -0.25, 0.18)  -0.123
H (-2.06, -3.84, -3.02)  0.107
C (-0.36, -1.77, -3.54)  -0.187
H (-0.16, 1.02, 2.48)  0.099
N (1.33, 0.66, -1.80)  0.111
H (2.21, 1.19, 1.46)  0.086
O (-1.83, 0.61, -0.88)  -0.111
H (-4.85, 0.37, 3.34)  0.110
C (2.74, 4.32, -0.51)  -0.058
C (0.58, 4.51, 0.85)  0.054
C (-0.58, -0.44, -3.88)  -0.042
H (-2.98, 0.85, 1.80)  0.083
H (-6.77, -0.98, 2.61)  0.114
C (0.53, -0.79, -5.98)  -0.054
C (-0.15, 0.05, -5.10)  -0.050
C (3.52, 3.60, -1.34)  0.094
C (1.49, 3.83, 0.01)  -0.042
C (-2.91, -0.11, -0.97)  -0.442
N (-3.26, -0.70, -2.06)  0.028
H (-1.12, 0.21, -3.20)  0.100
C (-0.88, -1.91, 3.96)  -0.291
C (-0.46, -0.02, 2.55)  -0.122
C (2.08, -1.53, 1.10)  -0.539
H (3.40, -2.51, 3.18)  0.124
H (-0.73, -1.98, 6.01)  0.116
H (0.47, -3.65, -4.20)  0.120
H (4.49, -1.29, 5.05)  0.098
C (-1.34, -3.71, -2.22)  0.028
C (0.29, -2.61, -4.44)  -0.018
O (2.13, -2.74, 1.14)  0.093
C (3.80, 1.57, -2.76)  0.039
C (2.71, 0.65, 2.24)  -0.037
H (4.75, 1.92, -3.15)  0.135
H (3.28, 2.43, 3.31)  0.091
H (1.28, -2.77, -6.34)  0.114
N (0.08, 1.87, 0.14)  0.065
N (-0.95, -2.49, 5.17)  0.164
C (3.38, -1.43, 3.22)  -0.004
C (-4.87, -0.02, 2.33)  -0.051
C (-1.14, -2.62, 2.78)  0.030
H (3.79, -0.27, -3.87)  0.125
C (-3.82, 0.26, 1.46)  -0.015
O (2.41, 6.52, 0.08)  0.096
C (0.76, -2.12, -5.65)  -0.053
C (-0.80, 2.55, 0.85)  -0.074
H (1.62, -0.99, -2.97)  0.108
O (-5.69, -0.94, -2.75)  -0.260
H (-1.40, -3.67, 2.80)  0.128
C (3.31, 1.35, 3.28)  -0.144
C (1.15, 2.53, -0.36)  -0.126
C (-5.96, -0.79, 1.92)  -0.049
Co (-0.10, -0.04, -0.37)  0.703
H (-1.81, -3.91, -1.26)  0.092
C (-1.03, -1.99, 1.57)  -0.072
H (-1.70, 2.02, 1.13)  0.097
C (2.73, -0.73, 2.20)  -0.134
S (-4.70, -1.50, -1.89)  0.659
C (3.94, 0.64, 4.29)  -0.739
C (3.99, -0.75, 4.26)  -0.132
C (-0.55, -0.56, 3.81)  0.020
C (2.03, -0.05, -2.66)  -0.055
N (3.24, 5.66, -0.13)  -0.338
C (3.27, 0.37, -3.16)  0.016
H (0.78, 5.52, 1.16)  0.119

Calculated values
Relative energy (zero: lowest compared OMol25 entry of this formula, charge and spin) (kJ/mol): 141.86
LUMO level (Ha): -0.1461
Net charge: +1

---

Entry 8:
DFT (wB97M-V/def2-TZVPD) results for C5H8 in the gas phase in a non-equilibrium geometry.

Last column: Löwdin charge in e.
Positions of all 13 atoms, in Å:
H (1.23, -0.83, -1.37)  0.090
C (2.15, 0.54, 0.01)  -0.048
H (-1.85, -1.55, -0.59)  0.160
C (-2.02, 0.83, -0.08)  -0.047
H (3.03, 0.80, -0.66)  0.070
H (0.14, 0.05, 1.46)  0.120
H (-1.65, 1.91, 0.33)  0.109
C (-1.37, -0.45, -0.12)  -0.237
C (0.00, -0.66, 0.54)  -0.257
H (-3.07, 0.52, -0.57)  0.066
H (0.12, -1.73, 0.86)  0.102
H (2.15, 1.03, 0.99)  0.059
C (1.23, -0.29, -0.42)  -0.188

Calculated values
Relative energy (zero: lowest compared OMol25 entry of this formula, charge and spin) (kJ/mol): 294.73
LUMO level (Ha): 0.0443
Net charge: 0